# 1
The following is a DFT calculation (ωB97M-V/def2-TZVPD) of a structure of composition C27H24BCrN2O2PS in a non-equilibrium geometry.

Each line ends with the natural charge from an NBO analysis.
Atoms and positions in Å:
Cr  0.0377  -2.0779  0.5495  0.9740
O  2.4127  -2.6450  -0.2814  -0.5380
C  1.9066  -1.3958  -0.0162  -0.0098
C  2.8233  -0.3359  -0.0249  -0.0911
C  4.2305  -0.5068  -0.0839  -0.2266
C  5.0695  0.5752  -0.0838  -0.2156
C  4.5621  1.8757  -0.0323  -0.2676
C  3.1884  2.0804  0.0073  -0.2065
C  2.3227  1.0048  -0.0078  -0.3652
P  0.5070  1.1021  -0.0281  0.8621
C  0.1724  0.8675  -1.8193  -0.3400
C  1.1313  0.4183  -2.7215  -0.1434
C  0.7891  0.1469  -4.0342  -0.2133
C  -0.5112  0.3314  -4.4728  -0.2280
C  -1.4731  0.7902  -3.5837  -0.2248
C  -1.1350  1.0470  -2.2674  -0.2207
C  0.2151  2.9138  0.1358  -0.2256
C  0.0787  3.8441  -0.8900  -0.2413
C  -0.2157  5.1646  -0.5929  -0.2229
C  -0.3874  5.5706  0.7200  -0.2132
C  -0.2682  4.6476  1.7463  -0.2233
C  0.0229  3.3315  1.4516  -0.2192
H  4.6204  -1.5131  -0.1086  0.2155
H  6.1404  0.4225  -0.1125  0.1978
H  5.2399  2.7183  -0.0246  0.1958
H  2.7891  3.0875  0.0377  0.2077
H  2.1479  0.2709  -2.3890  0.2250
H  1.5451  -0.2187  -4.7161  0.2066
H  -0.7754  0.1204  -5.5005  0.2031
H  -2.4916  0.9329  -3.9218  0.2015
H  -1.8874  1.3911  -1.5671  0.2062
H  0.2146  3.5428  -1.9200  0.2216
H  -0.3175  5.8868  -1.3917  0.2034
H  -0.6078  6.6042  0.9455  0.2015
H  -0.4151  4.9517  2.7725  0.2084
H  0.1167  2.5975  2.2409  0.2224
O  -1.6797  -0.3817  0.9087  -0.7103
C  -2.9508  -0.8813  0.5569  -0.1000
C  -2.9575  -2.3759  0.3469  0.2025
C  -4.1638  -3.0182  0.2062  -0.2605
C  -4.2131  -4.3918  -0.0177  -0.1460
C  -2.9777  -5.0530  -0.0778  -0.2616
C  -1.8122  -4.3526  0.0676  0.0564
N  -1.7401  -3.0034  0.2704  -0.5046
H  -1.5730  -0.3636  1.8701  0.5132
H  -3.2147  -0.3849  -0.3881  0.1986
H  -3.6992  -0.6042  1.3087  0.1898
H  -5.0701  -2.4293  0.2637  0.2139
H  -5.1503  -4.9136  -0.1281  0.2145
H  -2.9337  -6.1174  -0.2458  0.2238
H  -0.8598  -4.8632  0.0045  0.2544
S  1.4898  -5.0539  -0.4990  -0.2504
C  1.3080  -3.4361  -0.1799  -0.0824
B  -0.0045  -1.2461  5.1386  -0.5988
C  0.2398  -1.4926  3.6340  0.4005
N  0.3757  -1.6365  2.4860  -0.6814
H  1.0588  -1.0949  5.6747  0.0126
H  -0.6804  -0.2461  5.2100  -0.0039
H  -0.5886  -2.2071  5.5720  0.0037

Properties
lowest unoccupied orbital energy (alpha / beta)	2.3 / 2.2	eV
orbital gap (alpha / beta)	5.09 / 6.96	eV
spin multiplicity	6
relative energy (zero: lowest compared OMol25 entry of this formula, charge and spin)	12.0	kcal per mole
HOMO (alpha / beta)	-0.104 / -0.176	Eh
⟨S²⟩	8.817
total charge	-1



# 2
The following is a DFT calculation (ωB97M-V/def2-TZVPD) of an isolated molecule of C3H4ClFO in a non-equilibrium geometry.

Each line ends with the natural charge from an NBO analysis.
Atoms and positions in Å:
C  -0.2684  1.0993  -0.5681  -0.6896
C  -0.2912  -0.1199  0.2789  0.3362
C  0.7896  -1.2379  0.1337  0.3846
H  -0.6327  1.0705  -1.6147  0.2566
H  0.7747  1.4146  -0.3827  0.2469
H  -0.7501  1.8484  0.0931  0.2447
H  0.3490  -2.1868  0.5463  0.1391
O  2.0147  -1.1023  -0.1223  -0.4828
F  -0.0589  0.2461  1.5575  -0.3233
Cl  -1.9267  -1.0320  0.0785  -0.1123

Properties
lowest unoccupied orbital energy	0.1	eV
orbital gap	10.84	eV
relative energy (zero: lowest compared OMol25 entry of this formula, charge and spin)	13.8	kcal per mole
HOMO	-0.393	Eh
SMILES string	C[C@@](F)(Cl)C=O



# 3
The following is a DFT calculation (ωB97M-V/def2-TZVPD) of a cluster of 2 separate species, CH6OP2 in total in a non-equilibrium geometry.

Each line ends with the natural charge from an NBO analysis.
Atoms and positions in Å:
C  0.8021  -1.3250  -0.0718  -0.9825
O  -1.5687  0.6940  -1.9807  -0.5454
P  0.2525  1.7626  0.9803  0.0179
P  -0.4592  -0.0831  0.0031  0.7198
H  0.9957  -1.7309  0.9233  0.2475
H  0.3849  -2.1492  -0.7051  0.2612
H  1.6441  -0.7992  -0.6455  0.2525
H  -1.0954  1.9094  1.0319  0.0027
H  0.2815  2.4563  -0.4290  0.0630
H  -1.2374  -0.7349  0.8936  -0.0369

Properties
lowest unoccupied orbital energy (alpha / beta)	-0.6 / -0.6	eV
orbital gap (alpha / beta)	8.40 / 8.21	eV
relative energy (zero: lowest compared OMol25 entry of this formula, charge and spin)	132.9	kcal per mole
HOMO (alpha / beta)	-0.329 / -0.322	Eh



# 4
The following is a DFT calculation (ωB97M-V/def2-TZVPD) of the ion C12H20NO with charge +1 in a non-equilibrium geometry.

Each line ends with the natural charge from an NBO analysis.
Atoms and positions in Å:
C  1.7255  2.3155  0.7945  -0.0942
C  1.9123  0.9131  0.9506  -0.2785
C  1.1549  2.6718  -0.3426  -0.0575
C  0.9174  1.4598  -1.0170  0.2748
C  0.8580  4.0075  -1.0151  -0.6284
C  2.2016  -1.2418  -1.8663  -0.6015
C  -1.1348  -1.9384  2.0561  -0.5905
C  1.2617  -0.9663  -0.6896  -0.0179
C  -2.2582  -2.2966  1.0942  -0.4020
C  -0.2158  -1.2861  -0.9724  -0.5580
C  -2.5004  -1.2033  0.0961  -0.5388
C  -1.3184  -0.4604  -0.3404  0.6425
N  1.3469  0.4508  -0.2937  -0.2745
O  -1.1807  0.7473  -0.3545  -0.5616
H  1.8892  3.1318  1.4227  0.2429
H  2.9153  0.6058  0.9359  0.2673
H  0.7865  4.6937  -0.2006  0.2361
H  -0.0602  3.8907  -1.4738  0.2282
H  1.5109  4.3703  -1.7784  0.2461
H  1.9981  -2.1879  -2.3454  0.2398
H  1.9017  -0.5690  -2.5857  0.2063
H  3.1893  -1.0527  -1.6482  0.2278
H  -1.0470  -2.7463  2.6650  0.2329
H  -0.0916  -1.9650  1.4837  0.1542
H  -1.1528  -0.8773  2.4022  0.2149
H  1.4733  -1.4969  0.2545  0.2182
H  0.5233  1.4258  -1.9670  0.2298
H  -2.0689  -3.2885  0.7481  0.2190
H  -3.2482  -2.4846  1.7696  0.2313
H  -0.4412  -1.3097  -2.1065  0.2561
H  -0.1513  -2.3274  -0.6747  0.2483
H  -2.9986  -1.5054  -0.8312  0.2642
H  -3.2451  -0.4636  0.5969  0.2514
H  1.2361  0.5684  1.7650  0.2712

Properties
lowest unoccupied orbital energy	-3.8	eV
orbital gap	9.47	eV
relative energy (zero: lowest compared OMol25 entry of this formula, charge and spin)	64.0	kcal per mole
HOMO	-0.487	Eh
SMILES string	CCCC(=O)C[C@@H](C)[N+]1=CC(C)=CC1
total charge	+1